Molecular formula: C9H19P
Method: DFT, ωB97M-V/def2-TZVPD

- highest occupied orbital energy (eV) = -7.9
- LUMO level (eV) = 0.4
- E_tot (Eh) = -695.44281

```
29
Properties=species:S:1:pos:R:3:lowdin_charge:R:1
C -0.1622 -2.0982 -2.7240 -0.009
C 0.5455 1.2269 0.9723 -0.142
C -0.7021 1.3136 -0.0356 -0.551
C 1.0246 -0.2371 0.5772 -0.614
C -0.3071 1.9929 -1.4210 -0.092
C -2.1506 1.6832 0.4846 -0.099
C 2.3278 -0.1806 -0.2413 -0.098
C 1.3230 -1.2445 1.7658 -0.094
C -1.3321 -1.8555 0.6929 -0.273
P -0.5245 -0.6103 -0.4036 1.056
H 0.0270 -1.1469 -3.3320 -0.098
H -1.1091 -2.3065 -3.1416 -0.148
H 1.3164 2.0336 0.8345 0.116
H 0.1970 1.2206 2.0611 0.117
H 0.7564 1.8957 -1.5962 0.055
H -0.6980 2.9814 -1.5766 0.064
H -0.7920 1.3544 -2.1752 0.051
H -2.2115 0.9938 1.4262 0.090
H -2.9734 1.6181 -0.2777 0.083
H -2.2252 2.7153 0.9192 0.072
H 3.1642 0.3662 0.1769 0.087
H 2.0995 0.1952 -1.2279 0.063
H 2.6233 -1.1317 -0.3767 0.032
H 2.4522 -1.1402 1.9906 0.101
H 1.1311 -2.2526 1.3512 0.073
H 0.7764 -1.0511 2.7147 0.073
H -1.0079 -2.7846 0.2317 0.036
H -1.1486 -1.7210 1.7241 0.011
H -2.4200 -1.8300 0.6064 0.039
```